16
Properties=species:S:1:pos:R:3:forces:R:3:nbo_charge:R:1 method="wB97M-V/def2-TZVPD" homo_energy_ha=-0.3443 smiles="NCCC(=O)O.O" energy_ha=-400.18720 gap_ev=9.91 lumo_ev=0.54 de_lowest_kcal_mol=21.52
N 0.000000 0.000000 0.000000 0.316 -0.360 -1.454 -0.846
C -0.951670 -0.914311 0.642069 0.303 -0.223 1.060 -0.224
C -1.762457 -0.044563 1.598190 -1.261 0.219 1.378 -0.507
C -2.657755 -0.771228 2.652681 1.176 -0.898 -1.662 0.802
O -2.819395 -1.969561 2.586738 -0.439 0.690 0.755 -0.605
O -3.189267 0.087182 3.525209 -0.710 0.205 0.904 -0.704
H 0.066318 -0.267302 -0.988343 0.199 0.366 0.486 0.359
H 0.946386 -0.095301 0.384636 -0.651 -0.039 -0.135 0.359
H -1.633757 -1.440297 -0.053318 0.567 0.397 0.152 0.201
H -0.363267 -1.681583 1.181052 -0.715 0.101 -0.016 0.186
H -1.110354 0.659956 2.149416 -0.293 -0.275 -0.417 0.228
H -2.500452 0.554016 1.030295 0.566 0.022 0.104 0.229
H -3.813326 -0.266281 4.216309 0.900 -0.233 -1.009 0.520
O -4.924555 -0.490208 6.671947 -0.249 0.704 0.863 -0.951
H -4.434630 -0.455927 7.524621 -0.523 -0.025 -0.920 0.478
H -5.683635 0.123276 6.797186 0.813 -0.655 -0.090 0.475